23
Properties=species:S:1:pos:R:3:forces:R:3:mulliken_charge:R:1 method="wB97M-V/def2-TZVPD" e_tot_ev=-19601.6521 gap_ev=9.95 homo_ev=-9.4361 relative_energy_ev=2.3758 smiles="NCC(=O)N[C@@H](CC(=O)O)C(=O)O"
C 2.838 -0.641 0.320 -0.0774 -0.8193 1.4202 -0.2354
C 1.332 -0.227 0.612 2.2967 -1.0347 2.8314 0.2286
C -0.726 0.401 -0.476 -1.6458 -1.1150 0.0914 -0.0404
C -0.576 1.830 -0.193 1.2313 1.6869 0.5596 0.2418
C -1.778 -0.341 0.397 -1.6112 0.5355 0.5737 -1.0312
C -3.172 -0.518 -0.283 1.9463 -0.2235 0.3680 0.7452
H 3.098 -1.729 -1.394 -0.4915 -1.3703 -0.0041 0.2022
H 3.993 -0.452 -1.460 -1.7508 0.0134 1.3082 0.2286
H 3.584 0.050 0.599 -0.0406 1.8855 0.9831 0.3266
H 3.237 -1.478 0.950 -1.3070 0.0962 -0.2811 0.3116
H 1.102 -0.488 -1.308 -0.9167 1.2496 0.9345 0.3353
H -1.138 0.491 -1.475 0.1619 -0.8843 -0.5652 0.5947
H -1.976 0.239 1.330 0.4656 -0.6564 -0.5017 0.4152
H -1.669 -1.407 0.660 1.3131 0.4752 -0.0242 0.5032
H -3.581 -1.324 1.345 -0.3012 0.0627 0.3665 0.3715
H -0.813 3.231 0.934 -0.7807 -1.4432 0.1767 0.3759
N 3.082 -0.807 -1.041 2.0987 0.3734 -3.9179 -0.6461
N 0.609 -0.070 -0.470 0.8970 -2.0489 -2.7927 -0.1711
O 0.949 -0.145 1.778 -0.0420 0.4481 -0.8463 -0.6728
O 0.163 2.541 -0.827 -0.1270 0.0429 -0.5738 -0.6118
O -3.321 -0.365 -1.452 -1.0492 0.3032 -0.4225 -0.5271
O -4.080 -1.073 0.561 0.0803 0.2757 -0.6972 -0.4976
O -1.157 2.282 0.891 -0.3499 2.1472 1.0137 -0.4470

=====

8
Properties=species:S:1:pos:R:3:forces:R:3:mulliken_charge:R:1 method="wB97M-V/def2-TZVPD" e_tot_ev=-3841.5449 gap_ev=11.68 homo_ev=-10.7836 relative_energy_ev=1.4903 smiles=BOC
B 0.619 1.204 0.340 -0.1029 -0.3120 -0.2531 0.3918
C -0.427 -0.954 -0.128 1.0671 2.2469 -2.3272 -0.5732
O 0.581 -0.109 0.571 -0.8537 -2.7100 -0.7591 -0.4338
H -0.418 1.629 -0.096 0.3851 0.7064 -0.0692 -0.1109
H 1.710 1.665 0.535 -0.5048 0.5108 0.1492 -0.0596
H -0.840 -1.778 0.373 -0.1409 -0.7341 1.5544 0.2710
H -0.010 -1.376 -1.094 0.1745 0.5318 1.2455 0.2362
H -1.215 -0.281 -0.500 -0.0244 -0.2398 0.4595 0.2784

=====

70
Properties=species:S:1:pos:R:3:forces:R:3:mulliken_charge:R:1 method="wB97M-V/def2-TZVPD" e_tot_ev=-85284.5060 gap_ev=6.68 homo_ev=-4.3327 total_charge=-1 relative_energy_ev=0.0000
Cd 0.587 0.020 0.240 0.1949 -1.0222 0.1724 2.2804
O 2.348 0.320 -1.142 0.1508 -0.0479 -0.3190 -0.9328
C 2.208 0.576 -2.393 0.0711 0.1156 -0.0186 0.1217
C 3.193 0.128 -3.323 0.0183 -0.0646 0.0125 -0.3313
C 3.089 0.333 -4.676 -0.0568 0.0277 0.0313 -0.4476
C 2.006 1.038 -5.211 -0.0113 0.0237 -0.1460 -0.7318
C 1.063 1.542 -4.343 -0.0538 0.0112 0.0545 -0.5960
C 1.121 1.336 -2.958 0.1830 -0.2726 -0.0512 0.6666
C 0.130 2.000 -2.141 -0.0539 0.1506 0.0878 -0.8434
N -0.088 1.732 -0.910 -0.1506 0.4862 -0.2853 0.4961
N -0.910 2.580 -0.203 -0.3088 0.3311 0.0030 -0.6189
C -0.669 2.504 1.095 0.3066 0.0091 -0.2625 -0.0839
O 0.173 1.750 1.676 -0.3766 0.2532 0.1105 -0.9947
C -1.471 3.446 1.941 -0.0844 -0.0198 0.1524 0.3491
C -2.406 4.321 1.394 -0.0202 -0.0414 -0.0236 -0.1066
C -3.179 5.123 2.219 -0.0054 0.0442 0.0034 -0.7051
C -3.016 5.072 3.598 0.0019 -0.0186 0.0481 -0.3346
C -2.059 4.227 4.145 -0.0283 0.0677 0.0091 -0.5763
C -1.289 3.422 3.321 -0.0427 -0.0936 -0.0447 -0.2926
H 4.041 -0.410 -2.915 -0.0202 -0.0203 0.0576 0.4296
H 3.860 -0.049 -5.338 0.0020 -0.0170 0.0174 0.3677
H 1.920 1.198 -6.278 0.0000 0.0191 0.0136 0.3808
H 0.235 2.128 -4.734 0.0012 0.0008 0.0075 0.3554
H -0.411 2.840 -2.590 -0.0154 0.0165 0.0564 0.2733
H -2.518 4.350 0.318 -0.0098 -0.0146 0.0042 0.4564
H -3.911 5.796 1.788 -0.0074 -0.0176 -0.0080 0.3608
H -3.637 5.681 4.243 0.0304 0.0386 -0.0090 0.3784
H -1.916 4.194 5.219 -0.0163 -0.0139 0.0029 0.3812
H -0.552 2.741 3.726 0.0045 -0.0061 -0.0195 0.4179
F 1.293 -4.090 4.083 0.0008 0.1479 0.1020 -0.2305
C 1.433 -2.891 4.683 -0.0188 -0.1541 0.1997 0.6104
F 0.214 -2.522 5.123 0.1457 -0.0615 -0.0579 -0.2308
F 2.177 -3.121 5.803 -0.1447 -0.0339 -0.0998 -0.3312
C 2.088 -1.870 3.810 -0.0157 0.1199 -0.2218 -0.2217
C 3.272 -1.286 4.218 -0.0307 0.0162 -0.0697 -0.1186
C 3.899 -0.346 3.412 0.0293 0.0004 -0.0094 -1.0089
C 3.295 -0.031 2.207 0.1708 0.0143 0.0772 -0.3042
N 2.159 -0.579 1.810 0.1084 -0.1180 0.2830 -0.2684
C 1.506 -1.490 2.570 0.4175 0.0262 0.3139 0.3338
S 0.040 -2.073 1.934 -0.3172 -0.0908 -0.2520 -0.4702
H 3.707 -1.564 5.169 -0.0144 -0.0116 -0.0198 0.4658
H 4.825 0.122 3.713 -0.0078 0.0154 -0.0265 0.3858
H 3.732 0.684 1.520 -0.0433 0.0076 -0.0008 0.5174
C -3.373 0.132 2.069 0.1973 -0.0410 -0.0914 -1.2442
P -2.642 -0.232 0.417 -0.4435 -0.1357 0.0238 0.8808
C -3.323 -1.948 0.272 0.2317 0.1478 -0.0395 -1.2769
C -3.861 0.666 -0.647 0.1898 -0.0992 0.1445 -1.3623
H -4.429 -0.146 2.095 -0.0094 0.0069 -0.0036 0.4261
H -3.271 1.187 2.308 0.0477 0.1453 0.0319 0.3041
H -2.826 -0.445 2.818 0.0028 0.0307 -0.0007 0.2741
H -4.400 -1.962 0.453 -0.0104 -0.0116 0.0095 0.4319
H -2.819 -2.561 1.020 -0.0343 -0.0732 -0.0402 0.3315
H -3.118 -2.372 -0.713 0.0115 -0.0148 0.0147 0.3137
H -4.890 0.406 -0.389 -0.0172 0.0144 -0.0224 0.4305
H -3.681 0.427 -1.698 -0.0608 0.0371 -0.0076 0.3791
H -3.696 1.734 -0.511 -0.0073 0.0563 -0.0436 0.2363
S -1.269 -2.404 -3.931 0.0832 0.0136 0.1237 -0.3660
C -1.025 -1.410 -2.519 -0.0033 -0.0741 -0.4103 -0.5705
N 0.086 -1.567 -1.906 -0.1690 0.2200 0.4918 0.4278
C 0.865 -2.532 -2.510 -0.0456 -0.2688 -0.3248 -0.5344
C 2.128 -2.936 -2.086 0.0637 0.0697 0.0891 -0.2506
C 2.781 -3.918 -2.801 0.0681 0.0267 0.0572 -0.7222
C 2.192 -4.511 -3.922 -0.1327 -0.0264 -0.1156 -0.4323
C 0.940 -4.121 -4.360 0.0509 -0.0521 0.0081 -0.4799
C 0.287 -3.121 -3.648 -0.0786 0.1738 0.1745 0.6859
H -1.772 -0.682 -2.232 0.0413 0.0033 0.0422 0.3255
H 2.570 -2.457 -1.221 0.0000 0.0276 -0.0150 0.3950
H 3.772 -4.232 -2.498 -0.0276 -0.0117 0.0328 0.3980
H 2.716 -5.293 -4.458 0.0326 0.0282 0.0089 0.3672
H 0.478 -4.581 -5.224 0.0363 0.0043 -0.0134 0.3831